Entry from the Open Molecules 2025 dataset: a molecular structure, C37H64As2BrN3PSeSi5Zn (ωB97M-V/def2-TZVPD).

Output
LUMO level in eV: 2.17
Orbital gap in eV: 5.6
DFT total energy in eV: -398047.6377
Charge: -1
Relative energy (zero: lowest compared OMol25 entry of this formula, charge and spin) in kJ/mol: 0.0
E_HOMO in eV: -3.40

```
115
Properties=species:S:1:pos:R:3:forces:R:3
Zn -1.4122 0.7270 -0.0163 -0.058 0.032 0.074
N -0.4423 0.8025 -4.0593 -0.081 -0.091 0.002
P -1.1300 -0.6709 -3.4938 0.094 -0.052 -0.084
C -1.6694 -1.4049 -5.0921 -0.058 0.090 -0.015
C -1.7968 -2.7887 -5.2198 -0.009 0.004 0.040
C -2.3066 -3.3492 -6.3800 0.013 -0.007 0.006
C -2.7049 -2.5347 -7.4325 -0.001 0.019 -0.009
C -2.5927 -1.1578 -7.3119 -0.007 -0.021 -0.020
C -2.0821 -0.5972 -6.1485 0.016 -0.013 0.000
C 0.4194 -1.6237 -3.2521 0.000 0.008 -0.059
C 1.2687 -1.9801 -4.3008 -0.007 -0.032 -0.033
C 2.4811 -2.6000 -4.0473 0.040 0.031 0.029
C 2.8592 -2.8694 -2.7368 0.015 0.009 0.003
C 2.0191 -2.5259 -1.6897 0.022 -0.024 -0.016
C 0.8006 -1.9119 -1.9466 0.078 0.038 0.025
C -0.7990 2.0494 -3.5717 0.143 -0.072 -0.085
C 0.0392 3.1531 -3.7753 0.046 0.077 0.000
C -0.3469 4.3693 -3.2575 0.029 -0.013 -0.045
C -1.5397 4.4616 -2.5487 -0.044 -0.002 0.017
C -2.2958 3.3133 -2.4172 0.001 0.026 0.031
N -1.9505 2.1317 -2.9291 -0.205 0.120 0.100
H 0.3864 0.7792 -4.6339 0.051 -0.051 0.038
H -1.4834 -3.4327 -4.4051 -0.006 -0.004 0.006
H -2.3901 -4.4256 -6.4652 -0.001 -0.003 0.002
H -3.1007 -2.9720 -8.3404 -0.004 -0.005 -0.003
H -2.9039 -0.5148 -8.1261 -0.001 0.000 -0.001
H -1.9985 0.4791 -6.0585 -0.006 -0.004 0.006
H 0.9734 -1.7819 -5.3264 0.008 0.012 0.018
H 3.1397 -2.8592 -4.8667 0.001 -0.012 -0.012
H 3.8174 -3.3326 -2.5342 -0.004 -0.011 -0.001
H 2.3217 -2.7060 -0.6662 -0.017 -0.006 0.042
H 0.1704 -1.6088 -1.1182 -0.030 -0.033 0.012
H 0.9751 3.0407 -4.3092 0.005 0.001 -0.001
H 0.2860 5.2384 -3.3844 -0.009 -0.003 -0.006
H -1.8624 5.3918 -2.1031 -0.009 -0.001 0.003
H -3.2305 3.3285 -1.8669 -0.004 0.001 0.000
Se 1.3192 2.1885 3.3606 -0.028 -0.017 0.037
Br 5.0021 0.6297 -3.1965 -0.021 -0.032 0.000
C 3.8081 0.5106 -1.7258 0.006 0.012 -0.036
C 4.2500 0.0524 -0.4963 -0.017 0.001 0.001
C 3.3328 0.0130 0.5378 0.051 -0.006 0.009
C 2.0267 0.4196 0.2967 -0.079 0.027 -0.021
N 1.6118 0.8538 -0.8911 0.025 -0.021 -0.078
C 2.4911 0.8999 -1.8866 0.040 0.065 0.071
H 5.2800 -0.2468 -0.3555 0.001 -0.001 0.001
H 3.6192 -0.3011 1.5328 -0.015 0.018 0.008
H 1.3018 0.4152 1.1037 0.000 0.000 0.001
H 2.1383 1.2697 -2.8426 -0.014 -0.018 -0.022
C -2.0363 -3.7098 -0.8967 -0.038 0.007 0.015
Si -2.3106 -3.4974 0.9463 -0.009 -0.051 0.021
C -3.7766 -2.3639 1.2052 0.004 0.018 0.022
C -2.7041 -5.1661 1.7220 -0.005 0.002 0.023
As -0.3898 -2.4621 1.8053 0.096 0.144 -0.149
Si 1.0052 -4.2821 2.2550 -0.011 -0.062 0.037
C 2.7238 -3.5941 2.5739 -0.012 0.036 0.003
C 1.0877 -5.3805 0.7302 0.007 0.023 0.016
C 0.5338 -5.3436 3.7331 0.010 -0.030 0.004
Si -1.0740 -1.7694 3.9492 0.010 -0.144 0.033
C -2.0509 -0.1979 3.7646 0.036 0.090 0.011
C -2.1243 -3.0625 4.8286 -0.025 0.006 -0.009
C 0.4787 -1.4522 4.9382 0.005 0.023 0.014
H -2.8876 -4.2071 -1.3697 -0.022 -0.023 0.022
H -1.1354 -4.2885 -1.1098 0.018 0.014 -0.024
H -1.9272 -2.7234 -1.3551 0.004 -0.012 -0.017
H -4.6631 -2.7637 0.7057 0.000 -0.026 -0.016
H -3.5601 -1.3794 0.7846 -0.024 0.019 0.009
H -4.0115 -2.2385 2.2639 -0.011 0.004 -0.003
H -3.6267 -5.5723 1.2982 -0.016 0.004 -0.020
H -2.8431 -5.0642 2.8001 0.000 -0.021 -0.009
H -1.9092 -5.8935 1.5520 0.014 -0.022 0.002
H 2.9937 -2.8560 1.8159 0.011 -0.009 -0.033
H 3.4721 -4.3910 2.5622 0.005 -0.015 0.011
H 2.7735 -3.0941 3.5434 -0.004 0.010 -0.011
H 1.3789 -4.8036 -0.1488 0.004 -0.005 -0.034
H 0.1293 -5.8529 0.5127 -0.032 -0.017 -0.002
H 1.8271 -6.1728 0.8763 0.010 -0.003 0.010
H 0.5464 -4.7493 4.6485 0.003 -0.019 0.018
H 1.2503 -6.1612 3.8547 0.013 -0.006 -0.008
H -0.4621 -5.7766 3.6236 0.008 0.006 -0.002
H -2.8503 -0.2781 3.0264 0.023 0.018 0.006
H -1.3631 0.5971 3.4601 -0.024 0.034 -0.036
H -2.4899 0.0876 4.7257 0.001 -0.007 0.004
H -3.0656 -3.2310 4.3010 -0.007 -0.001 0.011
H -2.3665 -2.7097 5.8353 -0.005 0.008 0.012
H -1.6082 -4.0191 4.9182 -0.025 0.009 0.006
H 1.0706 -0.6828 4.4356 0.024 0.004 -0.003
H 1.0853 -2.3515 5.0681 -0.010 0.005 -0.001
H 0.2186 -1.0709 5.9293 -0.003 0.001 0.014
C -1.4528 6.2647 1.5482 0.003 0.001 0.011
Si -1.0135 4.8053 2.6661 -0.016 -0.005 -0.042
C -2.5891 3.8460 3.0221 -0.005 -0.015 -0.001
C -0.3523 5.4553 4.2933 0.012 -0.031 0.017
As 0.3768 3.3181 1.5074 0.019 -0.025 -0.026
Si 2.1749 4.7307 0.9855 0.003 -0.002 0.033
C 3.6656 3.6529 0.6251 0.000 -0.014 0.007
C 1.7829 5.7032 -0.5836 0.018 -0.008 0.001
C 2.6613 5.9448 2.3346 -0.007 -0.001 0.012
H -2.2702 6.8562 1.9698 -0.013 0.005 0.011
H -1.7626 5.9098 0.5622 -0.005 0.002 -0.011
H -0.5944 6.9267 1.4132 0.009 0.012 -0.011
H -3.2721 4.4134 3.6603 -0.012 0.016 -0.001
H -2.3446 2.9091 3.5280 0.000 0.002 0.003
H -3.1065 3.5987 2.0922 -0.005 -0.026 -0.002
H -1.1360 5.9930 4.8350 -0.020 0.001 0.001
H 0.4950 6.1253 4.1538 0.023 0.027 0.001
H -0.0146 4.6103 4.8962 0.010 0.001 0.006
H 3.5078 3.0478 -0.2707 -0.002 -0.017 -0.002
H 3.8377 2.9822 1.4692 0.000 -0.016 0.003
H 4.5583 4.2665 0.4739 0.011 0.006 -0.016
H 1.5634 5.0061 -1.3945 0.013 -0.004 0.011
H 2.6358 6.3200 -0.8812 0.007 0.018 -0.009
H 0.9164 6.3551 -0.4556 -0.023 0.010 0.000
H 2.7432 5.4190 3.2881 0.003 -0.003 0.005
H 1.9237 6.7425 2.4403 -0.011 0.019 0.011
H 3.6269 6.4035 2.1029 0.012 0.004 0.002
```
Forces are in eV/Å.

Here are the Mulliken charges for atoms 1 to 2, given in e: 0.77, 0.04